# 1
59
Properties=species:S:1:pos:R:3 method="wB97M-V/def2-TZVPD" de_lowest_ev=0.000 e_tot_ev=-47225.663 orbital_gap_ev="5.7734 / 5.3832" total_charge=+1 e_homo_ha="-0.4034 / -0.4009" s2=0.767 largest_force_ev_per_a=5.8 spin_multiplicity=2
Ir 0.42 -0.01 0.55
O 2.07 -0.80 -0.55
C 2.62 -0.54 -1.67
C 3.71 -1.35 -2.09
C 4.36 -1.11 -3.27
C 3.99 -0.04 -4.09
C 2.93 0.77 -3.71
C 2.21 0.54 -2.53
C 1.03 1.33 -2.32
N 0.16 1.21 -1.39
C -1.04 2.01 -1.38
C -1.48 2.31 0.06
N -1.50 1.06 0.79
C -2.28 0.93 1.82
C -2.43 -0.27 2.57
C -3.23 -0.28 3.72
C -3.49 -1.45 4.41
C -2.99 -2.67 3.93
C -2.17 -2.70 2.83
C -1.79 -1.51 2.15
O -0.94 -1.57 1.21
H 4.00 -2.15 -1.43
H 5.17 -1.76 -3.58
H 4.50 0.14 -5.02
H 2.64 1.58 -4.35
H 0.86 2.10 -3.08
H -1.83 1.44 -1.87
H -0.88 2.95 -1.92
H -2.47 2.78 0.04
H -0.78 3.00 0.54
H -2.87 1.79 2.16
H -3.66 0.65 4.05
H -4.08 -1.42 5.31
H -3.24 -3.58 4.44
H -1.77 -3.63 2.45
C 6.36 1.20 1.68
C 5.68 1.88 0.69
C 4.30 1.92 0.70
C 3.59 1.30 1.73
C 4.28 0.60 2.71
C 5.66 0.56 2.69
Si 1.71 1.60 1.83
C 1.03 1.71 3.61
C 1.18 2.91 4.29
C 0.74 3.05 5.59
C 0.11 1.99 6.22
C -0.05 0.78 5.56
C 0.41 0.64 4.26
H 7.44 1.18 1.67
H 6.22 2.40 -0.09
H 3.76 2.45 -0.07
H 3.74 0.12 3.51
H 6.20 0.05 3.47
H 1.61 3.03 1.37
H 1.65 3.75 3.79
H 0.87 3.99 6.11
H -0.27 2.10 7.22
H -0.54 -0.05 6.05
H 0.28 -0.30 3.74

# 2
62
Properties=species:S:1:pos:R:3 method="wB97M-V/def2-TZVPD" de_lowest_ev=1.175 e_tot_ev=-77509.505 orbital_gap_ev="5.6823 / 5.6094" e_homo_ha="-0.1928 / -0.1951" s2=0.830 largest_force_ev_per_a=1.0 spin_multiplicity=2
V -0.42 0.02 -0.99
N -4.18 2.26 -1.12
C -3.16 1.42 -1.37
N -1.98 1.56 -0.89
C -1.72 2.58 0.04
N -0.56 2.62 0.58
N 0.22 1.60 0.07
C 1.55 1.87 0.02
C 2.21 1.22 -1.02
C 3.61 1.32 -1.29
C 4.13 0.71 -2.39
C 3.29 -0.05 -3.25
C 1.97 -0.16 -2.91
N 1.41 0.44 -1.84
C -2.79 3.53 0.36
C -2.61 4.59 1.24
C -3.66 5.46 1.50
C -4.89 5.28 0.88
C -5.08 4.22 0.00
C -4.03 3.35 -0.25
H -5.09 2.07 -1.51
H -3.34 0.56 -2.00
H 1.99 2.64 0.63
H 4.23 1.90 -0.62
H 5.19 0.80 -2.61
H 3.67 -0.54 -4.13
H 1.29 -0.77 -3.50
H -1.65 4.72 1.71
H -3.52 6.29 2.18
H -5.71 5.96 1.08
H -6.04 4.07 -0.48
O -1.65 -0.86 -1.57
O 0.71 -1.99 -0.77
S 1.03 -2.36 0.66
C 0.36 -4.07 0.89
C -0.15 -4.63 -0.40
C 0.53 -5.67 -1.02
C 0.08 -6.19 -2.23
C -1.06 -5.66 -2.82
C -1.73 -4.61 -2.22
C -1.28 -4.10 -1.01
C 2.81 -2.73 0.72
C 3.26 -3.87 -0.13
C 3.71 -5.05 0.46
C 4.10 -6.13 -0.32
C 4.03 -6.04 -1.71
C 3.59 -4.87 -2.30
C 3.20 -3.79 -1.52
H -0.43 -3.95 1.63
H 1.15 -4.69 1.30
H 1.43 -6.07 -0.57
H 0.62 -7.00 -2.70
H -1.41 -6.06 -3.77
H -2.60 -4.17 -2.69
H -1.79 -3.25 -0.57
H 3.02 -2.89 1.78
H 3.26 -1.78 0.42
H 3.76 -5.12 1.54
H 4.45 -7.04 0.15
H 4.33 -6.88 -2.32
H 3.54 -4.79 -3.38
H 2.86 -2.87 -1.98

# 3
69
Properties=species:S:1:pos:R:3 method="wB97M-V/def2-TZVPD" de_lowest_ev=0.000 e_tot_ev=-102548.870 orbital_gap_ev=5.2562 total_charge=+3 e_homo_ha=-0.5591 largest_force_ev_per_a=2.4
W -1.67 2.05 0.14
C -2.17 -2.36 1.38
C -2.10 -0.87 1.47
N -2.13 -0.13 0.38
N -2.45 -0.88 -0.76
C -2.23 -0.34 -1.89
S -1.46 1.27 -2.09
S -2.82 -1.12 -3.34
C -1.20 -1.41 -4.19
C -0.47 -2.55 -3.56
C 0.56 -2.31 -2.66
C 1.22 -3.36 -2.03
C 0.85 -4.66 -2.30
C -0.17 -4.92 -3.21
C -0.83 -3.87 -3.83
C -2.02 -0.27 2.81
C -2.20 -1.08 3.94
C -2.19 -0.54 5.21
C -1.98 0.82 5.39
C -1.79 1.65 4.29
C -1.82 1.09 3.03
O -1.66 1.93 1.96
H -2.09 -2.72 0.36
H -3.12 -2.72 1.79
H -1.37 -2.80 1.99
H -0.63 -0.48 -4.15
H -1.49 -1.60 -5.22
H 0.87 -1.28 -2.47
H 2.04 -3.16 -1.34
H 1.36 -5.48 -1.81
H -0.46 -5.94 -3.44
H -1.63 -4.07 -4.53
H -2.37 -2.14 3.82
H -2.34 -1.18 6.07
H -1.97 1.25 6.39
H -1.63 2.71 4.40
O 9.26 0.16 -1.94
S 8.72 -0.28 -0.72
O 9.38 -0.82 0.39
O 7.26 -1.06 -0.98
C 6.52 -0.04 -0.51
N 7.43 0.87 -0.15
C 7.06 2.03 0.42
C 5.70 2.21 0.59
C 4.81 1.21 0.15
N 5.24 0.06 -0.40
C 3.33 1.35 0.27
C 2.50 0.34 -0.19
C 1.13 0.51 -0.13
N 0.56 1.62 0.35
C 1.36 2.58 0.83
C 2.74 2.48 0.81
H 7.82 2.74 0.71
H 5.36 3.12 1.05
H 2.91 -0.57 -0.60
H 0.46 -0.27 -0.49
H 0.88 3.46 1.24
H 3.31 3.30 1.22
S -1.55 4.13 -0.42
C -3.87 2.10 -0.04
N -4.59 2.17 -1.10
C -6.06 2.25 -0.98
C -6.38 2.29 0.53
S -4.78 2.10 1.40
H -4.17 2.20 -2.03
H -6.50 1.38 -1.46
H -6.41 3.14 -1.48
H -7.03 1.48 0.84
H -6.81 3.24 0.84

# 4
61
Properties=species:S:1:pos:R:3 method="wB97M-V/def2-TZVPD" de_lowest_ev=1.636 e_tot_ev=-62834.347 orbital_gap_ev=2.7985 e_homo_ha=-0.2060 largest_force_ev_per_a=3.9
C -0.86 0.41 -0.35
O -0.79 1.40 0.74
C -0.49 0.98 1.95
S 0.43 2.06 3.05
C 2.11 1.56 2.74
C 2.62 0.46 3.43
C 3.83 -0.09 3.02
C 4.53 0.48 1.94
C 4.04 1.63 1.31
C 2.84 2.20 1.73
O 0.32 3.43 2.62
O 0.14 1.68 4.42
S -1.63 -0.14 2.82
C -2.61 0.89 3.93
C -2.55 0.69 5.31
C -3.34 1.48 6.15
C -4.16 2.48 5.62
C -4.20 2.68 4.23
C -3.44 1.88 3.38
O -2.58 -0.69 1.87
O -0.82 -1.01 3.65
H -0.91 1.01 -1.26
H 0.04 -0.19 -0.30
H -1.75 -0.21 -0.23
H 2.05 0.05 4.27
H 4.23 -0.96 3.55
H 5.47 0.04 1.61
H 4.60 2.11 0.50
H 2.46 3.13 1.30
H -1.88 -0.06 5.72
H -3.29 1.31 7.23
H -4.77 3.10 6.28
H -4.83 3.46 3.80
H -3.46 2.03 2.30
C -0.63 -3.32 -4.96
N -0.10 -2.25 -4.11
C -0.63 -0.99 -4.30
C -1.57 -0.75 -5.32
C -2.02 0.54 -5.58
C -1.50 1.63 -4.87
C -0.57 1.43 -3.85
C -0.14 0.11 -3.51
C 0.76 -0.15 -2.48
C 1.37 -1.40 -2.37
C 0.89 -2.49 -3.18
C 1.51 -3.75 -3.06
C 2.57 -3.94 -2.18
C 3.09 -2.87 -1.43
C 2.49 -1.61 -1.52
H -0.16 -4.27 -4.73
H -1.71 -3.43 -4.81
H -0.45 -3.11 -6.03
H -1.95 -1.59 -5.90
H -2.78 0.69 -6.34
H -1.83 2.65 -5.11
H -0.12 2.27 -3.32
H 1.12 0.66 -1.85
H 1.15 -4.61 -3.63
H 2.98 -4.94 -2.06
H 3.94 -3.03 -0.77
H 2.91 -0.75 -0.99

# 5
62
Properties=species:S:1:pos:R:3 method="wB97M-V/def2-TZVPD" de_lowest_ev=0.726 e_tot_ev=-53284.631 orbital_gap_ev=6.7471 total_charge=+1 e_homo_ha=-0.3751 largest_force_ev_per_a=1.0
Ba -1.23 0.73 -1.23
C -1.98 -0.52 4.67
N -1.64 0.29 3.51
C -2.78 0.99 2.97
C -0.87 -0.40 2.50
C 0.21 0.52 1.89
N 0.45 0.33 0.46
C 1.47 -0.40 -0.01
C 1.87 -0.22 -1.35
F 1.11 0.67 -2.12
C 2.95 -0.84 -1.94
F 3.26 -0.53 -3.20
C 3.71 -1.75 -1.24
C 3.31 -2.01 0.07
F 3.99 -2.91 0.77
C 2.24 -1.38 0.66
F 1.90 -1.73 1.91
H -2.47 0.11 5.41
H -1.08 -0.93 5.11
H -2.66 -1.35 4.42
H -3.53 0.31 2.54
H -2.45 1.69 2.19
H -3.26 1.58 3.75
H -1.53 -0.75 1.67
H -0.41 -1.28 2.93
H 1.13 0.40 2.47
H -0.12 1.55 2.03
H 4.57 -2.24 -1.67
C -5.84 -3.25 -3.87
C -4.81 -4.19 -3.87
C -3.53 -3.83 -3.51
C -3.25 -2.51 -3.14
C -4.28 -1.57 -3.14
C -5.57 -1.94 -3.51
P -1.57 -2.00 -2.64
C -0.62 -2.00 -4.19
C 0.76 -2.22 -4.17
C 1.49 -2.12 -5.35
C 0.85 -1.78 -6.53
C -0.52 -1.55 -6.55
C -1.25 -1.65 -5.38
C -1.00 -3.42 -1.64
C -0.35 -4.53 -2.16
C -0.02 -5.59 -1.32
C -0.35 -5.55 0.03
C -1.01 -4.44 0.54
C -1.32 -3.38 -0.29
H -6.84 -3.54 -4.15
H -5.02 -5.21 -4.16
H -2.74 -4.57 -3.51
H -4.07 -0.54 -2.87
H -6.36 -1.20 -3.51
H 1.25 -2.47 -3.24
H 2.55 -2.28 -5.34
H 1.42 -1.71 -7.45
H -1.01 -1.28 -7.47
H -2.33 -1.49 -5.39
H -0.09 -4.59 -3.21
H 0.49 -6.45 -1.73
H -0.10 -6.38 0.67
H -1.27 -4.40 1.59
H -1.83 -2.51 0.12

# 6
66
Properties=species:S:1:pos:R:3 method="wB97M-V/def2-TZVPD" e_tot_ev=-237664.081 orbital_gap_ev=7.0915 total_charge=+1 e_homo_ha=-0.3875 largest_force_ev_per_a=2.2
Lu -0.44 0.30 -0.90
C -2.72 0.89 2.23
C -3.08 2.08 1.37
S -1.83 2.81 0.24
C -0.70 3.60 1.44
C 0.78 3.15 1.44
S 1.12 1.36 1.27
C 0.50 0.68 2.84
C -0.22 -0.64 2.58
S -1.63 -0.39 1.43
H -3.59 0.27 2.51
H -2.15 1.19 3.16
H -3.52 2.87 1.97
H -3.76 1.72 0.55
H -1.10 3.47 2.45
H -0.79 4.66 1.25
H 1.25 3.54 2.36
H 1.23 3.59 0.52
H -0.15 1.32 3.40
H 1.33 0.56 3.55
H -0.63 -1.12 3.46
H 0.20 -2.24 1.31
Se -1.38 -3.39 -0.80
Se -1.64 -4.33 1.49
C -0.08 -4.83 2.00
C 1.10 -4.90 1.17
C 2.25 -4.19 1.21
C 2.55 -3.03 2.03
C 1.91 -1.87 2.27
N 0.66 -1.48 1.80
C -2.86 -2.23 -0.71
C -4.04 -2.60 -0.08
C -5.08 -1.72 -0.06
C -4.98 -0.56 -0.80
C -3.77 -0.18 -1.33
N -2.68 -0.99 -1.20
H 0.92 -5.72 0.50
H 3.05 -4.59 0.59
H 3.58 -3.09 2.36
H 2.43 -1.14 2.85
H -4.20 -3.58 0.36
H -6.03 -2.04 0.42
H -5.81 0.11 -0.91
H -3.66 0.72 -1.95
F 3.25 -3.79 -1.48
C 3.07 -2.49 -1.73
C 1.91 -1.94 -1.27
C 1.56 -0.60 -1.48
C 2.54 0.19 -2.11
C 3.67 -0.42 -2.60
F 4.49 0.24 -3.48
C 3.99 -1.77 -2.43
C 2.30 1.65 -2.27
C 3.12 2.58 -2.97
C 2.70 3.90 -3.09
C 1.49 4.31 -2.48
C 0.78 3.36 -1.82
N 1.17 2.07 -1.68
H 1.30 -2.59 -0.68
H 4.90 -2.16 -2.89
H 4.06 2.29 -3.44
H 3.29 4.60 -3.64
H 1.17 5.32 -2.43
H -0.13 3.65 -1.36
N -1.57 2.10 -3.63
C -1.39 1.45 -2.70

# 7
60
Properties=species:S:1:pos:R:3 method="wB97M-V/def2-TZVPD" de_lowest_ev=1.168 e_tot_ev=-43078.861 orbital_gap_ev=4.4595 e_homo_ha=-0.2508 largest_force_ev_per_a=4.4
F -2.23 -2.60 5.17
C -1.55 -2.61 3.98
C -0.91 -3.79 3.61
C -0.19 -3.78 2.41
C -0.11 -2.63 1.66
C -0.79 -1.43 1.99
C -0.75 -0.30 1.13
C -1.18 0.93 1.61
C -1.40 2.10 0.87
C -2.21 3.21 1.26
C -3.07 3.13 2.39
C -3.82 4.24 2.75
F -4.63 4.14 3.86
C -3.81 5.43 2.04
C -2.99 5.51 0.90
C -2.20 4.43 0.51
C -1.53 -1.45 3.22
H -0.97 -4.69 4.22
H 0.33 -4.67 2.05
H 0.50 -2.62 0.77
H -0.43 -0.48 0.04
H -1.36 1.03 2.68
H -0.91 2.18 -0.09
H -3.12 2.20 2.95
H -4.43 6.27 2.36
H -2.97 6.43 0.33
H -1.56 4.49 -0.37
H -2.10 -0.58 3.55
C 0.94 0.50 -5.31
C 0.60 1.09 -3.98
O 0.93 0.02 -3.05
C 0.58 0.35 -1.80
C 0.91 -0.64 -0.71
C 1.12 -2.04 -1.27
O 1.83 -2.90 -0.72
O 0.50 -2.37 -2.41
C 0.77 -3.74 -2.80
C 0.38 -3.84 -4.25
C 2.02 -0.20 0.16
C 2.71 -1.08 1.02
C 3.67 -0.64 1.92
C 4.00 0.72 1.97
C 3.36 1.62 1.11
C 2.37 1.17 0.24
O 0.05 1.45 -1.62
H 0.77 1.20 -6.13
H 1.99 0.19 -5.33
H 0.33 -0.39 -5.49
H 1.22 1.97 -3.73
H -0.46 1.34 -3.89
H 1.84 -3.97 -2.70
H 0.20 -4.40 -2.15
H 0.38 -4.90 -4.54
H -0.60 -3.41 -4.45
H 1.13 -3.34 -4.87
H 2.51 -2.15 0.96
H 4.14 -1.36 2.59
H 4.74 1.08 2.68
H 3.59 2.68 1.13
H 1.82 1.89 -0.38